No. 1
Here is a 2-piece molecular cluster, C3H7NO2S2 overall from the OMol25 dataset. Energies are from the ωB97M-V functional and the def2-TZVPD basis.

CARTESIAN COORDINATES (ANGSTROEM)
C -0.5932 -0.9883 -1.0222
C 0.1099 -0.4230 -2.0820
C -0.7475 0.7677 2.1431
N 0.5814 0.7932 -2.0424
O 1.7914 1.0904 2.5644
O 0.9176 -1.1113 1.5160
S -2.0648 1.2659 1.4035
S 1.0210 0.5386 1.4901
H -1.0020 -0.5395 -0.1123
H -0.7506 -1.9834 -0.9334
H 0.4675 -1.0404 -2.8541
H -0.7927 0.2633 3.0762
H 0.4680 1.4060 -2.8000
H 0.2519 1.3395 -1.1493
H 0.3421 -1.3788 0.8025

Summary:
relative energy (zero: lowest compared OMol25 entry of this formula, charge and spin) = 400.0 kJ/mol
E_tot = -1119.9879 a.u.
LUMO = -0.03789 Ha
strongest force on any atom = 5.9 eV Å⁻¹
E_HOMO = -8.722 eV

No. 2
Here is a 2-piece molecular cluster, C3H7NO3 overall from the OMol25 dataset. Energies are from the ωB97M-V functional and the def2-TZVPD basis.

CARTESIAN COORDINATES (ANGSTROEM)
C -1.0829 0.9746 1.6930
N -1.4739 1.1684 0.3832
C -0.9840 0.3640 -0.6889
C -0.9945 1.0533 -2.0819
O -1.5471 2.1969 -2.0907
O -0.4158 -0.0149 1.9194
H -1.3154 1.7599 2.4268
H -2.1715 1.8693 0.1777
H -1.3891 -0.6478 -0.8425
H 0.0336 0.0161 -0.3376
H -0.5533 0.6343 -3.0154
H 4.6347 -3.2736 1.1725
H 3.3560 -2.6608 0.7450
O 3.9032 -3.4397 0.5394

Summary:
relative energy (zero: lowest compared OMol25 entry of this formula, charge and spin) = 166.6 kJ/mol
net charge = -1
E_tot = -398.9337 a.u.
LUMO (spin up / spin down) = 0.11172 / 0.11087 Ha
2S+1 = 2
⟨S²⟩ = 0.75
strongest force on any atom = 3.4 eV Å⁻¹
E_HOMO (spin up / spin down) = 0.519 / -3.142 eV